Run a
DFT (ωB97M-V/def2-TZVPD) results for an isolated molecule of C3H4N2OS.

Properties
- Frontier orbital gap: 7.948 eV
- HOMO: -9.41 eV
- SMILES string: [H]/N=C(/C=S)NC=O

Each line ends with the Löwdin charge.
Element x y z (Å)
1 C -0.2106 1.0591 -0.1116  -0.4738
2 C 1.7454 -0.4358 0.4191  -0.3503
3 C -1.4857 0.3648 0.1375  -0.6207
4 H 0.6482 2.7781 -0.1124  0.0618
5 H 1.2366 0.3988 -1.3768  0.1518
6 H 1.4807 -0.3856 1.4995  0.1482
7 H -2.2512 1.0359 0.5052  0.0507
8 N -0.1971 2.3022 0.1211  0.1953
9 N 0.9220 0.2281 -0.4320  0.0553
10 O 2.7016 -1.0310 -0.0400  0.0205
11 S -1.7560 -1.2013 -0.0431  0.7610



Run b
DFT (ωB97M-V/def2-TZVPD) results for a cluster of 2 separate species, C3H4N2OS in total.

Properties
- Frontier orbital gap (alpha / beta): 9.172 / 6.721 eV
- HOMO (alpha / beta): -9.60 / -7.95 eV

Each line ends with the Löwdin charge.
Element x y z (Å)
1 C 3.2442 0.0413 0.6880  -0.2308
2 C 1.4237 0.0222 -0.2833  -0.1849
3 C -1.3487 0.4013 -0.1752  -0.4331
4 N 2.1704 0.7561 0.5880  0.0701
5 N 1.9802 -1.0680 -0.6799  0.0403
6 O 3.2239 -1.0689 -0.0410  -0.0373
7 S -1.8581 -1.0592 0.5018  0.7481
8 H 4.1103 0.2557 1.2809  0.1257
9 H -1.1727 1.2207 0.4937  0.0057
10 H -1.3469 0.5569 -1.2366  0.0077
11 H -1.8890 -1.7775 -0.6253  -0.1115



Run c
DFT (ωB97M-V/def2-TZVPD) results for an isolated molecule of C3H4N2OS.

Properties
- Frontier orbital gap: 9.273 eV
- HOMO: -8.52 eV
- SMILES string: [H]/N=c1\o[nH]cc1S

Each line ends with the Löwdin charge.
Element x y z (Å)
1 C -0.6774 -0.3922 -0.0480  -0.6195
2 C 0.1230 -1.4318 -0.0611  -0.0830
3 C 0.1633 0.8097 -0.0124  -0.4684
4 H -2.3307 1.0345 -0.1758  -0.1156
5 H -0.1098 -2.4878 -0.0590  0.1246
6 H 2.0162 -1.3471 0.6446  0.1301
7 H 0.5108 2.6994 -0.0131  0.0746
8 N 1.5181 -0.9807 -0.1645  0.0119
9 N -0.2644 2.0114 -0.0547  0.1301
10 O 1.4550 0.3953 -0.0299  -0.0020
11 S -2.4042 -0.3107 -0.0260  0.8172



Stability, highest: run a



Run a
DFT (ωB97M-V/def2-TZVPD) results for a structure of composition C3H7N3O2.

Properties
- Frontier orbital gap: 10.544 eV
- HOMO: -10.46 eV

Each line ends with the Löwdin charge.
Element x y z (Å)
1 C -0.6747 -1.8948 0.8090  -0.0407
2 C 0.5256 -0.0631 -0.1485  -0.4970
3 C -0.0223 2.0969 -1.3077  -0.2044
4 H -0.0684 -2.4527 0.1952  0.0219
5 H -1.6962 -2.3301 1.0153  0.0950
6 H -0.2170 -1.9927 1.7306  0.0432
7 H -0.7916 0.8515 1.5760  0.2332
8 H 2.3136 -0.3235 -0.4576  0.1054
9 H 1.6352 1.2062 -0.7126  0.1905
10 H -1.0643 1.5815 -1.3162  0.1561
11 N -0.9315 -0.4591 0.0295  -0.0828
12 N 1.4540 -0.8868 -0.1627  0.1566
13 N 0.5632 1.3582 -0.3068  0.0426
14 O -1.7481 0.3135 1.0576  -0.1529
15 O 0.7225 2.9953 -2.0013  -0.0668



Run b
DFT (ωB97M-V/def2-TZVPD) results for a structure of composition C3H7N3O2.

Properties
- Frontier orbital gap: 9.090 eV
- HOMO: -9.31 eV

Each line ends with the Löwdin charge.
Element x y z (Å)
1 C 2.3430 0.0144 -0.1261  -0.5536
2 C 1.1278 -0.6891 0.2357  -0.2032
3 C -1.1379 -0.3251 -0.0961  -0.1740
4 H 2.4626 1.9968 -0.8456  0.1650
5 H 0.8759 1.8015 -0.4354  0.2321
6 H 0.7809 -1.5150 -0.5631  0.1499
7 H 1.4474 -1.2574 1.1302  0.1356
8 H -1.2242 -1.2875 -0.7568  0.1547
9 H -2.4476 0.8176 1.2620  0.1468
10 H -3.8992 -1.1153 -0.0904  0.2579
11 N 2.0110 1.3424 0.0287  0.0359
12 N -0.0481 0.1944 0.4125  -0.0338
13 N -2.3022 0.4044 0.3216  -0.1125
14 O 3.5311 -0.4898 -0.1015  -0.0093
15 O -3.5205 0.1076 -0.3759  -0.1915



Run c
DFT (ωB97M-V/def2-TZVPD) results for an isolated molecule of C3H7N3O2.

Properties
- Frontier orbital gap: 10.473 eV
- HOMO: -9.88 eV
- SMILES string: [H]/N=C(\NO)NC(C)=O

Each line ends with the Löwdin charge.
Element x y z (Å)
1 C -2.2676 -0.1291 -0.0233  -0.0151
2 N 2.0614 0.1817 0.1855  -0.0320
3 N -0.0591 0.8598 0.3336  0.1220
4 C 0.6877 -0.2880 0.2567  -0.4565
5 C -1.4000 1.0855 0.0724  -0.5048
6 O 2.8788 -0.6871 -0.5899  -0.0588
7 N 0.2383 -1.4419 0.0473  0.1622
8 O -1.7825 2.2269 -0.0277  0.0732
9 H 2.9738 -0.2487 -1.4500  0.1037
10 H 2.4967 0.2296 1.1048  0.1313
11 H 0.6118 1.6651 0.2571  0.1687
12 H 0.9608 -2.1501 -0.0357  0.0624
13 H -3.3021 0.1797 -0.1441  0.0847
14 H -1.9417 -0.7459 -0.8574  0.0762
15 H -2.1563 -0.7376 0.8706  0.0828



Run d
DFT (ωB97M-V/def2-TZVPD) results for an isolated molecule of C3H7N3O2.

Properties
- Frontier orbital gap: 9.863 eV
- HOMO: -9.23 eV
- SMILES string: CN/N=C(/N)C(=O)O

Each line ends with the Löwdin charge.
Element x y z (Å)
1 C -1.6255 -0.8626 1.2368  -0.0894
2 C 0.6312 0.0572 -0.8942  -0.3346
3 C 1.5428 0.8798 -0.0405  -0.4379
4 H -0.7485 -1.3932 1.5472  0.0644
5 H -2.1634 -0.5888 2.1863  0.0904
6 H -2.2693 -1.4495 0.6027  0.0636
7 H -1.9517 0.9994 0.3210  0.1382
8 H 2.2378 -0.1226 -2.0762  0.1075
9 H 0.8102 -1.0016 -2.5431  0.1082
10 H 0.2222 1.1443 1.2298  0.0657
11 N -1.1373 0.3745 0.5293  -0.1792
12 N -0.6511 -0.1292 -0.7008  0.0323
13 N 1.2605 -0.3252 -1.9796  0.1629
14 O 1.1716 1.3478 1.1156  0.1453
15 O 2.6705 1.0696 -0.5344  0.0627



Stability, highest: run d



Run a
DFT (ωB97M-V/def2-TZVPD) results for an isolated molecule of C3H7N3O2.

Properties
- Frontier orbital gap: 8.829 eV
- HOMO: -8.30 eV
- SMILES string: [H]/N=C(/N)C(N)=C(O)O

Each line ends with the Löwdin charge.
Element x y z (Å)
1 C 1.3016 0.1749 -0.0925  -0.3865
2 C -0.0060 0.3015 0.1761  -0.2123
3 C -1.0820 -0.6193 -0.2392  -0.4832
4 N -0.3373 1.4455 0.9862  0.0502
5 N -0.7201 -1.9074 -0.4901  0.1300
6 O 2.2022 1.0474 0.4220  0.0850
7 O 1.8597 -0.7401 -0.9024  0.1010
8 N -2.3214 -0.3221 -0.2842  0.0980
9 H 1.7361 1.6344 1.0458  0.1058
10 H 2.8078 -0.5690 -0.9334  0.1291
11 H -0.5024 2.2776 0.4092  0.1006
12 H -1.1928 1.2523 1.5075  0.0860
13 H 0.2328 -2.1246 -0.7144  0.0751
14 H -1.4502 -2.4914 -0.8603  0.0982
15 H -2.5282 0.6403 -0.0304  0.0230



Run b
DFT (ωB97M-V/def2-TZVPD) results for a structure of composition C3H7N3O2.

Properties
- Frontier orbital gap: 9.592 eV
- HOMO: -9.89 eV

Each line ends with the Löwdin charge.
Element x y z (Å)
1 C -1.3931 -1.8899 -0.8288  -0.1521
2 C -0.7989 -0.5596 -1.0518  -0.3212
3 C 0.2511 1.3502 -0.0447  -0.6103
4 H -2.0864 -2.4408 -1.7811  0.1471
5 H -2.0879 -1.5517 0.3120  0.1610
6 H -0.7950 -2.7925 -0.4972  0.0480
7 H -0.2732 -0.7744 -1.8732  0.0639
8 H -1.5500 0.1007 -1.7831  0.2029
9 H 1.1941 1.3821 1.9796  0.1427
10 H 1.3109 3.0860 1.1997  0.2561
11 N -0.1163 -0.0335 0.0575  -0.0493
12 N 0.6820 -0.6156 1.0537  0.0483
13 N 0.9687 1.8704 0.9818  0.0534
14 O 0.6421 -1.8733 0.9420  -0.0583
15 O 0.0069 2.0029 -1.0239  0.0678



Run c
DFT (ωB97M-V/def2-TZVPD) results for an isolated molecule of C3H7N3O2.

Properties
- Frontier orbital gap: 10.903 eV
- HOMO: -10.29 eV
- SMILES string: CC(=O)NC(=O)NN

Each line ends with the Löwdin charge.
Element x y z (Å)
1 C -1.4450 1.4811 -0.1633  -0.0126
2 C -1.6935 -0.0097 0.0342  -0.5012
3 C 0.7880 -0.6098 0.0750  -0.4926
4 H -1.6278 2.0064 0.7908  0.0930
5 H -2.2606 1.8474 -0.8430  0.0994
6 H -0.4995 1.7694 -0.6423  0.0656
7 H -0.8441 -1.8238 0.2864  0.1414
8 H 0.8883 1.0643 1.0824  0.1520
9 H 3.0510 -0.0764 0.1113  0.0918
10 H 2.7695 1.1866 -0.9140  0.0784
11 N -0.6051 -0.8557 0.2817  0.1698
12 N 1.2237 0.6960 0.1700  -0.0581
13 N 2.6266 0.8788 0.0397  0.0272
14 O -2.7799 -0.5012 -0.0771  0.0848
15 O 1.5185 -1.5209 -0.2962  0.0611



Stability, highest: run c



Run a
DFT (ωB97M-V/def2-TZVPD) results for the ion C4H10NO with charge +1.

Properties
- Frontier orbital gap: 10.850 eV
- Net charge: +1
- HOMO: -14.39 eV
- SMILES string: C[NH2+][C@H]1O[C@@H]1C

Each line ends with the Löwdin charge.
Element x y z (Å)
1 C 0.7527 0.1067 1.0470  -0.1786
2 C -0.5109 0.3261 -0.0948  -0.1823
3 C 0.6951 0.8706 2.3708  -0.0414
4 C -0.5890 -1.2349 -1.8854  0.0005
5 N -0.1760 0.1572 -1.5392  0.0728
6 O -0.2643 -0.7879 0.6978  -0.0087
7 H 1.7365 0.2090 0.6125  0.1330
8 H -1.3950 0.9798 0.0993  0.1770
9 H 0.8609 0.1234 3.2004  0.1052
10 H -0.3474 1.3603 2.4857  0.1138
11 H 1.4292 1.6402 2.6468  0.0862
12 H 0.1166 -1.9723 -1.5709  0.1026
13 H -1.5419 -1.5276 -1.4233  0.1231
14 H -0.8630 -1.4631 -2.8973  0.1020
15 H -0.7475 0.7736 -2.1080  0.1799
16 H 0.8442 0.4390 -1.6413  0.2149



Run b
DFT (ωB97M-V/def2-TZVPD) results for a cluster of 2 separate species, C4H10NO in total.

Properties
- Frontier orbital gap: 8.799 eV
- Net charge: +1
- HOMO: -14.20 eV

Each line ends with the Löwdin charge.
Element x y z (Å)
1 C -2.2671 0.2752 -0.6687  -0.0347
2 C -1.2707 -0.4404 0.1575  -0.3174
3 C -1.5992 -1.1796 1.2200  0.1358
4 C 0.8436 0.0318 -1.0954  0.1825
5 N 0.1601 -0.3948 -0.0941  0.0832
6 H -3.2125 -0.2288 -0.7686  0.0873
7 H -2.5547 1.3353 -0.2315  0.1460
8 H -1.9175 0.6927 -1.6239  0.0768
9 H -0.9940 -1.9994 1.4894  0.0780
10 H -2.6197 -1.1057 1.5674  0.0994
11 H 1.7768 -0.5086 -1.2781  0.1308
12 H 0.3232 0.5005 -1.9343  0.1233
13 H 0.6750 -0.7909 0.7011  0.1755
14 H 3.6821 2.0639 0.7602  0.0583
15 H 3.8987 0.6322 0.3239  0.0518
16 O 3.1835 1.2703 0.5016  -0.0765



Run c
DFT (ωB97M-V/def2-TZVPD) results for a cluster of 2 separate species, C4H10NO in total.

Properties
- Frontier orbital gap: 7.459 eV
- Net charge: +1
- HOMO: -12.57 eV

Each line ends with the Löwdin charge.
Element x y z (Å)
1 C 3.5725 -0.1553 0.0268  0.0385
2 C 2.4433 0.0229 -0.6612  -0.2201
3 C -2.8439 0.5339 -0.7834  0.0482
4 C -1.4950 -0.3204 1.2529  0.1757
5 N -1.6788 -0.0125 0.0222  0.0095
6 O 1.2572 -0.0065 0.0451  -0.0774
7 H 4.5335 -0.2814 -0.4294  0.0614
8 H 3.4673 -0.4650 1.0767  0.0746
9 H 2.3051 -0.0576 -1.7015  0.1039
10 H -3.1438 1.4212 -0.2514  0.1038
11 H -2.3625 0.5696 -1.7397  0.0915
12 H -3.6651 -0.2137 -0.9569  0.1267
13 H -2.4165 -0.2648 1.8981  0.1471
14 H -0.5837 -0.6061 1.7325  0.1025
15 H 1.4205 -0.1368 0.9884  0.0842
16 H -0.8101 -0.0274 -0.5191  0.1299



Run d
DFT (ωB97M-V/def2-TZVPD) results for a cluster of 2 separate species, C4H10NO in total.

Properties
- Frontier orbital gap: 8.192 eV
- Net charge: +1
- HOMO: -14.02 eV

Each line ends with the Löwdin charge.
Element x y z (Å)
1 C 0.8179 0.3590 1.4670  -0.0062
2 C 0.1207 0.9793 0.3180  -0.4064
3 C -0.6133 2.0757 0.4726  0.1456
4 C 1.0510 -0.5065 -1.2786  0.1994
5 N 0.3489 0.5519 -0.9732  0.0664
6 H 1.0557 -0.7007 1.3188  0.0813
7 H 0.3128 0.6890 2.4053  0.1171
8 H 1.8055 0.9430 1.2904  0.1440
9 H -1.1938 2.5464 -0.3159  0.0943
10 H -0.4402 2.6381 1.3379  0.0794
11 H 1.5037 -0.3627 -2.3125  0.1508
12 H 1.1504 -1.3954 -0.7384  0.0953
13 H -0.2587 1.0013 -1.7105  0.2159
14 H -1.6904 -3.4274 0.1228  0.0186
15 H -2.3995 -2.7407 -0.9993  0.0965
16 O -1.5706 -2.6503 -0.4043  -0.0920



Stability, highest: run b